[1]
Here is C4H10Br2S as an isolated structure from OMol25. Energies are from the ωB97M-V functional and the def2-TZVPD basis.

The calculation puts the highest occupied orbital energy at -0.3190 Eh. Its largest force on an atom is 0.0156 hartree/bohr. The calculated total energy is -5704.6139 hartree. The calculation puts the lowest unoccupied orbital energy at 0.0237 Ha.

XYZ file:
```
17
Properties=species:S:1:pos:R:3:mulliken_charge:R:1
Br -1.9333 0.2280 2.1246 -0.0864
Br 1.2322 0.3927 1.9551 -0.1296
C -0.2270 -2.0440 2.0589 -1.2636
C -0.3298 -0.6476 1.4961 0.4050
H -1.1101 -2.6361 1.7653 0.3623
H -0.1693 -2.0208 3.1601 0.3608
H 0.6763 -2.5431 1.6696 0.3637
H -0.3901 -0.6281 0.3889 -0.0846
S -0.5114 0.2354 -1.9857 -0.1090
C -0.8193 1.8188 -1.1860 -0.6672
C 1.2835 0.3402 -2.0796 -0.6328
H -1.9082 1.9250 -1.0459 0.2887
H -0.4604 2.6593 -1.8036 0.2985
H -0.3305 1.8740 -0.1987 0.1628
H 1.6062 1.2061 -2.6819 0.2740
H 1.7360 0.4208 -1.0770 0.1633
H 1.6549 -0.5805 -2.5602 0.2942
```

---

[2]
Here is C4H10Br3N3O6 as an isolated structure in a non-equilibrium geometry from OMol25. Energies are from the ωB97M-V functional and the def2-TZVPD basis.

The calculation puts the highest occupied orbital energy at -0.3684 Eh. Its largest force on an atom is 0.0224 hartree/bohr. The calculated total energy is -8495.8501 hartree. The calculation puts the lowest unoccupied orbital energy at -0.0166 Ha.

XYZ file:
```
26
Properties=species:S:1:pos:R:3:mulliken_charge:R:1
C -2.4616 1.8625 0.1596 -0.7938
N -1.2649 1.0591 -0.1644 0.7731
O -0.9940 0.9081 -1.3372 -0.4245
O -0.6207 0.5980 0.7616 -0.4843
H -2.2226 2.8608 0.5163 0.2938
H -3.0300 1.3970 0.9631 0.3057
H -3.0846 1.8956 -0.7278 0.3268
C 2.1079 -1.3457 -0.1420 -0.6308
N 3.3049 -0.8322 -0.8759 0.8843
O 3.1510 0.1701 -1.5295 -0.5055
O 4.3119 -1.4932 -0.8241 -0.5485
H 2.3611 -2.3518 0.1751 0.3252
H 1.2390 -1.2866 -0.7864 0.2374
H 1.9189 -0.7504 0.7485 0.2342
C -0.7803 -0.3506 4.0247 -0.5706
N -0.5547 -1.8177 3.8788 0.8693
O -0.6871 -2.2557 2.7529 -0.5136
O -0.2200 -2.4557 4.8510 -0.5260
H -1.8627 -0.2460 3.9311 0.2475
H -0.2884 0.1404 3.1940 0.1950
H -0.4663 0.0415 4.9840 0.3114
C -0.0723 0.8458 -4.8074 -0.1679
Br 1.6219 1.4813 -4.0515 0.0162
Br 0.3147 -0.7790 -5.8126 -0.0253
Br -1.0059 2.1967 -5.8730 -0.0292
H -0.7152 0.5077 -4.0086 0.2001
```

---

- The lowest calculated total energy belongs to which entry?
  C4H10Br3N3O6